[1]
Here is C28H27Br2MnN3O3S2 as an isolated structure at a distorted geometry from OMol25. Energies are from the ωB97M-V functional and the def2-TZVPD basis.

XYZ file:
```
66
Properties=species:S:1:pos:R:3:forces:R:3:mulliken_spin:R:1
Mn -0.0639 0.2814 -0.4144 1.5 1.4 4.6 4.532
C 0.4388 -1.6337 -1.6853 0.2 -0.9 -0.9 0.089
N 0.5701 -1.7166 -0.2299 0.7 -1.9 -0.2 -0.003
C -0.2867 -2.7501 0.3565 -0.4 -0.1 0.5 0.045
C -0.4410 -2.5205 1.8633 0.1 0.0 -0.3 -0.004
N -1.1710 -1.2983 2.0876 -0.1 -0.4 0.3 0.011
C -2.6082 -1.4370 1.9707 0.0 -0.1 0.0 0.011
C -0.8120 -0.5226 3.2152 0.1 0.2 0.1 0.042
C -0.3856 -1.0768 4.4104 -0.1 -0.1 -0.1 -0.003
C -0.0817 -0.2694 5.4976 0.1 -0.1 0.1 0.008
C -0.2039 1.1039 5.3777 0.1 0.1 0.2 -0.001
C -0.6032 1.6703 4.1828 0.0 -0.1 0.1 0.002
C -0.9118 0.8768 3.0809 -0.3 0.2 -0.2 -0.033
S -1.3844 1.5840 1.5658 -0.6 0.7 0.4 0.057
C 1.9420 -1.9103 0.1801 0.5 0.1 0.2 0.073
C 2.6591 -3.0198 -0.2285 0.0 0.0 -0.1 0.006
C 3.9763 -3.1934 0.1612 0.1 -0.3 -0.1 0.004
C 4.5610 -2.2628 1.0116 0.2 0.0 0.1 0.003
C 3.8562 -1.1592 1.4281 0.1 -0.3 -0.1 -0.012
C 2.5404 -0.9422 1.0014 -0.3 0.5 0.1 -0.049
S 1.6712 0.4586 1.4786 0.4 0.2 0.5 0.056
H -0.2743 -2.3708 -2.0690 0.0 0.2 0.1 -0.002
H 1.4041 -1.7812 -2.1866 -0.2 0.2 0.2 -0.007
H 0.0752 -0.6195 -1.9133 0.2 -1.3 -1.8 -0.012
H 0.1179 -3.7583 0.1711 0.0 0.1 0.0 0.000
H -1.2729 -2.6852 -0.1033 0.1 0.0 -0.1 -0.005
H 0.5547 -2.4159 2.3035 -0.1 -0.1 0.0 -0.006
H -0.9361 -3.4092 2.3105 0.1 0.1 0.0 -0.001
H -3.0007 -2.1768 2.6951 0.0 0.0 0.0 -0.002
H -2.8850 -1.7439 0.9659 0.0 0.0 -0.1 0.002
H -3.0635 -0.4683 2.1634 -0.1 0.0 -0.1 0.001
H -0.2981 -2.1539 4.4982 0.0 0.0 0.0 0.000
H 0.2487 -0.7134 6.4263 0.1 -0.1 0.1 0.001
H 0.0389 1.7439 6.2171 0.0 0.0 0.1 0.000
H -0.6567 2.7443 4.0804 0.0 0.1 -0.1 0.002
H 2.1914 -3.7556 -0.8731 0.0 0.0 -0.1 0.004
H 4.5415 -4.0436 -0.1998 0.0 -0.1 0.0 0.001
H 5.5844 -2.3987 1.3398 0.1 0.0 0.0 -0.001
H 4.3029 -0.4180 2.0733 0.1 0.1 0.0 0.002
C 0.6365 3.6209 -0.4913 0.1 0.0 -0.2 0.040
C -0.4092 3.1572 -1.4573 0.1 -2.2 1.5 0.012
C -0.8971 3.9545 -2.4617 -1.8 0.3 -1.8 -0.008
C -1.9831 3.5386 -3.2540 1.3 0.5 1.1 0.015
C -2.5759 2.3019 -2.9762 -0.2 -0.6 0.1 0.004
C -3.7383 1.7838 -3.5808 -0.8 -0.4 -0.4 0.008
Br -4.6615 2.8083 -4.9129 0.0 0.1 0.0 0.001
C -4.2873 0.5533 -3.2569 0.3 1.1 -0.5 -0.003
C -3.6405 -0.2159 -2.3193 0.4 -0.5 0.6 0.013
Br -4.3056 -1.9499 -1.8844 0.0 0.2 -0.1 0.002
C -2.4710 0.1987 -1.6574 -0.3 -2.4 1.1 0.034
O -1.8733 -0.5596 -0.7917 -1.7 0.8 -1.6 -0.038
C -1.9681 1.4829 -1.9841 0.8 1.7 0.0 0.004
N -0.8888 1.9007 -1.2524 -1.2 2.9 -2.3 0.035
H 0.8086 4.6921 -0.5900 0.0 0.1 0.0 0.002
H 1.5699 3.0785 -0.6472 0.0 -0.1 0.0 -0.001
H 0.2955 3.3843 0.5194 0.0 0.0 0.0 -0.005
H -0.4762 4.9404 -2.6115 0.1 0.0 0.0 0.001
H -2.3941 4.1876 -4.0144 0.0 0.0 0.0 0.000
H -5.1964 0.2038 -3.7276 0.1 0.1 0.0 0.000
C 2.6101 1.2197 -3.6160 0.1 0.0 0.5 0.003
C 2.7120 0.7617 -2.1277 0.1 0.2 -0.8 0.018
O 3.8023 0.3876 -1.7121 0.4 -0.1 0.0 0.007
O 1.6216 0.7987 -1.4991 0.0 0.4 -0.5 0.044
H 3.5035 1.7760 -3.8903 0.1 0.0 -0.1 0.000
H 1.7224 1.8297 -3.7733 -0.1 0.0 0.0 0.001
H 2.5517 0.3288 -4.2430 0.0 0.0 -0.1 0.001
```
Forces are in eV/Å.

## Properties
Energy relative to the best compared isomer or geometry (same formula, charge and spin) in kcal per mole: 56.7
Total charge: -2
Spin multiplicity: 6
Orbital gap (alpha / beta) in eV: 4.24 / 4.50
Strongest force on any atom in hartree/bohr: 0.097
HOMO level (alpha / beta) in eV: -0.4 / -0.7
E in eV: -233165.9334

=====

[2]
Here is C28H27CdN3SSi as an isolated structure at a distorted geometry from OMol25. Energies are from the ωB97M-V functional and the def2-TZVPD basis.

XYZ file:
```
61
Properties=species:S:1:pos:R:3:forces:R:3:mulliken_charge:R:1
C -0.0653 -2.0961 2.2954 0.1 0.0 -0.4 -0.468
C -0.6583 -2.7368 1.1431 1.0 -1.2 -0.3 -1.373
C 0.4274 -3.3270 0.3864 -0.1 0.0 0.6 -0.077
H -1.7157 -2.9999 1.0412 0.4 0.3 0.0 0.557
C 1.6511 -3.0016 1.0462 -0.5 -0.6 -0.2 -0.897
C 1.3508 -2.2205 2.1873 0.2 -0.5 0.2 0.026
H 2.0859 -1.9643 2.9665 -0.5 0.1 -0.5 0.361
H -0.6186 -1.8537 3.2015 0.2 0.3 -0.4 0.495
H 0.3308 -4.0562 -0.4406 0.0 0.9 0.4 0.392
H 2.6401 -3.4616 0.8207 -0.9 0.8 0.0 0.392
Cd -0.2269 -0.4063 0.5101 -0.4 -1.4 1.3 0.717
C -0.4779 3.4769 -3.5813 -0.2 -5.3 0.4 -0.759
H 0.4999 2.9226 -3.5983 -0.3 0.9 0.7 0.160
H -1.0093 2.8921 -4.3804 -0.3 0.9 0.3 0.166
H -1.0634 3.3709 -2.6204 1.0 0.7 -1.1 0.242
Si -0.6970 0.1735 -1.7993 0.1 1.1 -2.0 0.505
C -2.2882 0.0297 -2.7322 -1.6 -0.2 0.7 0.593
C -3.1633 -0.6889 -1.8874 -0.5 -0.5 -0.8 -0.465
H -2.9862 -0.7009 -0.8001 0.0 -0.3 -0.6 0.328
C -4.2031 -1.4477 -2.4436 0.0 0.6 -0.4 -0.613
H -4.7185 -2.1603 -1.7616 0.1 0.6 -0.9 0.341
C -4.5273 -1.2590 -3.8261 0.0 -0.6 1.1 -0.371
H -5.3394 -1.8975 -4.2175 0.5 0.7 0.0 0.330
C -3.8213 -0.3362 -4.6258 0.3 -0.1 0.8 -0.464
H -4.1458 -0.1271 -5.6559 0.3 -0.2 0.6 0.370
C -2.6724 0.2750 -4.0727 -0.4 -0.5 1.0 -0.534
H -2.0143 0.9382 -4.6161 -0.1 -0.1 -0.5 0.232
C 0.3976 -0.9139 -2.8289 1.0 -0.6 -0.4 0.822
C -0.1011 -1.4440 -4.0299 0.4 -0.4 -0.1 -0.524
H -1.1642 -1.4256 -4.2294 0.2 0.2 -0.1 0.258
C 0.7079 -2.0756 -4.9690 0.6 -0.1 0.4 -0.563
H 0.2143 -2.4425 -5.8703 0.4 0.0 0.1 0.388
C 2.0801 -2.2599 -4.7052 -0.1 0.1 0.3 -0.473
H 2.7589 -2.7025 -5.4502 -0.5 0.1 0.4 0.334
C 2.5673 -1.8956 -3.4298 -0.3 0.0 -0.3 -0.572
H 3.5758 -2.1451 -3.0901 -0.2 0.1 -0.4 0.379
C 1.7500 -1.2273 -2.5233 -0.5 -0.1 -0.2 -0.292
H 2.1773 -1.0236 -1.5379 -0.2 0.2 -0.2 0.114
H -0.4107 5.0454 -3.4188 0.1 1.9 0.0 0.274
H -0.1834 4.6209 -4.1113 -0.2 0.3 0.2 -0.025
N 1.0646 2.5592 4.3902 0.2 1.2 0.0 -0.020
C 0.8426 1.7593 5.5024 0.1 -0.5 -1.0 0.536
C 1.0460 2.0126 6.8418 -0.2 0.1 0.7 -0.895
C 1.0246 0.8990 7.6856 -0.2 0.4 -0.5 -0.358
C 0.8384 -0.3972 7.1632 -0.3 0.1 -0.3 -0.696
C 0.5763 -0.6320 5.8080 -0.3 -0.3 0.1 -0.403
C 0.5236 0.4744 4.9611 0.7 1.8 -0.1 0.281
N 0.4524 0.5791 3.5775 1.4 1.5 -1.2 -0.083
C 0.8945 1.8238 3.2621 -1.2 -2.0 2.3 0.043
C 1.2664 2.3433 1.9598 -0.2 0.3 -2.0 -0.057
C 2.0970 3.3927 1.5673 -1.1 -0.1 0.7 -0.474
S 2.1814 3.4837 -0.1649 -0.3 -0.5 0.8 -0.156
C 1.1589 2.1055 -0.2901 0.7 -0.5 1.6 -0.008
N 0.7350 1.6436 0.8858 1.4 0.9 -0.9 -0.118
H 1.2195 3.5670 4.3325 0.0 -0.7 0.5 0.278
H 1.1675 3.0538 7.1782 0.2 -0.7 0.1 0.329
H 1.1416 1.0344 8.7564 0.1 -0.1 -0.2 0.374
H 0.8779 -1.2206 7.8666 0.0 -0.1 -0.2 0.374
H 0.4432 -1.6297 5.3623 0.1 0.4 0.5 0.354
H 2.4528 4.2150 2.2072 0.1 -0.7 -0.5 0.327
H 1.0528 1.4854 -1.1980 -0.1 1.1 0.3 0.070
```
Forces are in eV/Å.

## Properties
Energy relative to the best compared isomer or geometry (same formula, charge and spin) in kcal per mole: 107.5
Orbital gap in eV: 3.86
Strongest force on any atom in hartree/bohr: 0.103
HOMO level in eV: -4.8
E in eV: -57211.8163

=====

[3]
Here is C28H27MnN3SSi as an isolated structure at a distorted geometry from OMol25. Energies are from the ωB97M-V functional and the def2-TZVPD basis.

XYZ file:
```
61
Properties=species:S:1:pos:R:3:forces:R:3:mulliken_spin:R:1
C -1.6602 -0.8339 0.5332 -1.1 -0.7 -1.2 0.130
C -1.8911 0.0195 -0.5972 0.0 -1.4 0.8 -0.066
C -1.1424 -0.5176 -1.7100 -0.2 -1.5 0.3 0.004
H -2.5590 0.8731 -0.6000 0.3 -0.1 -0.1 0.009
C -0.4483 -1.6993 -1.2556 -1.5 0.0 -0.3 -0.008
C -0.7437 -1.8713 0.1356 -1.1 -0.2 -0.4 -0.062
H -0.4015 -2.6988 0.7622 0.0 0.5 -0.2 0.000
H -2.1688 -0.7448 1.4904 0.5 0.2 -0.3 0.015
H -1.1769 -0.1655 -2.7350 0.2 0.1 0.3 0.003
H 0.1262 -2.3893 -1.8709 0.0 0.4 0.2 0.006
Mn 0.2399 0.0296 -0.1373 1.0 1.7 0.2 4.183
C 0.4523 1.5096 -1.5593 0.2 0.2 0.7 -0.309
H 0.9796 1.0173 -2.3943 -0.3 0.2 0.5 -0.015
H 1.1226 2.1981 -1.0215 -0.2 -0.1 -0.4 -0.008
H -0.4433 2.0369 -1.9219 0.4 -0.3 0.2 0.001
Si 1.8519 3.5118 -4.1161 0.3 -0.3 0.9 -0.011
C 0.7829 5.0124 -4.0882 0.1 0.8 0.0 -0.001
C -0.6188 4.9036 -4.0686 0.1 0.5 0.0 0.000
H -1.0926 3.9206 -4.1029 0.1 0.2 0.0 0.000
C -1.4088 6.0565 -3.9957 0.2 -0.2 0.0 0.001
H -2.4963 5.9694 -3.9927 0.3 0.0 0.0 0.000
C -0.8061 7.3151 -3.9225 0.3 -0.1 -0.1 0.000
H -1.4207 8.2108 -3.8360 0.1 -0.2 -0.1 0.000
C 0.5884 7.4272 -3.9547 -0.1 0.0 0.1 0.000
H 1.0578 8.4115 -3.9237 -0.2 -0.2 0.0 0.000
C 1.3837 6.2796 -4.0208 -0.6 0.0 -0.1 -0.001
H 2.4727 6.3505 -4.0198 -0.3 0.1 0.0 0.000
C 1.4834 2.4975 -5.6018 0.0 -0.3 -0.7 0.000
C 0.9496 3.1261 -6.7383 -0.1 -0.5 -0.1 -0.001
H 0.8449 4.2128 -6.7593 0.0 -0.3 0.0 0.000
C 0.5247 2.3633 -7.8294 0.1 -0.1 0.1 0.000
H 0.1037 2.8605 -8.7042 0.1 -0.2 0.2 0.000
C 0.6307 0.9684 -7.7890 0.1 0.2 0.2 0.000
H 0.2647 0.3717 -8.6251 0.1 0.1 0.2 0.000
C 1.2035 0.3398 -6.6772 0.0 0.0 0.0 0.001
H 1.3015 -0.7480 -6.6587 0.0 0.3 0.0 0.000
C 1.6421 1.0992 -5.5890 -0.4 0.3 -0.5 0.000
H 2.0918 0.6188 -4.7186 -0.1 0.0 -0.2 -0.001
H 1.3915 2.7697 -2.9402 0.3 0.1 -0.3 0.018
H 3.3090 3.7301 -3.8760 -0.2 0.3 -0.3 -0.001
N 2.1027 -0.1219 3.7881 0.7 0.8 0.4 0.043
C 1.0593 -0.7767 4.4296 0.4 -0.6 -0.3 0.031
C 1.0788 -1.4338 5.6459 -0.6 -0.1 0.3 0.005
C 0.0619 -2.3751 5.8773 0.0 0.2 -0.2 0.033
C -0.9026 -2.6425 4.8934 -0.1 0.3 -0.1 -0.015
C -0.9216 -1.9464 3.6784 0.0 0.4 0.0 0.054
C 0.0700 -0.9852 3.4364 1.0 -0.2 -0.1 -0.049
N 0.5102 -0.3944 2.2549 0.1 0.5 -0.3 0.138
C 1.7642 0.0630 2.4738 -0.1 -0.6 -0.8 0.077
C 2.6961 0.3249 1.4105 -1.8 -0.5 -0.3 0.153
C 4.0560 0.5593 1.4669 0.6 0.2 0.9 0.470
S 4.7526 0.5707 -0.1069 0.1 0.1 -0.6 0.156
C 3.2140 0.2585 -0.8141 -1.6 -0.1 1.9 0.064
N 2.2225 0.1409 0.0983 2.5 0.4 -0.5 -0.065
H 3.0001 0.1407 4.1840 -0.5 -0.3 -0.1 -0.007
H 1.8543 -1.2116 6.3768 -0.1 -0.3 -0.1 -0.001
H 0.0173 -2.9243 6.8160 0.1 0.1 -0.2 0.006
H -1.6588 -3.4102 5.0734 0.2 0.3 0.0 0.000
H -1.6547 -2.1368 2.8992 0.1 -0.3 0.3 0.001
H 4.5883 0.7359 2.3892 0.3 0.0 -0.4 0.029
H 3.0352 0.2048 -1.8879 0.1 -0.1 0.4 -0.008
```
Forces are in eV/Å.

## Properties
Energy relative to the best compared isomer or geometry (same formula, charge and spin) in kcal per mole: 0.0
Spin multiplicity: 6
Orbital gap (alpha / beta) in eV: 4.40 / 7.94
Strongest force on any atom in hartree/bohr: 0.051
HOMO level (alpha / beta) in eV: -4.3 / -7.6
E in eV: -83973.9676